# 1
11
Properties=species:S:1:pos:R:3:mulliken_charge:R:1 method="wB97M-V/def2-TZVPD" energy_ev=-6291.5494 fmax_ha_per_bohr=0.0090 lumo_ev=1.106 smiles="O=CC1CC1" homo_ev=-9.82 e_above_lowest_ev=0.368 mol_weight_g_mol=70.1 homo_lumo_gap_ev=10.924
O 2.64 -0.11 0.43 -0.486
C 1.58 -0.19 -0.16 -0.158
C 0.28 0.14 0.46 0.061
C -0.85 0.74 -0.34 -0.530
C -0.97 -0.66 0.15 -0.515
H 1.59 -0.52 -1.22 0.293
H 0.41 0.48 1.48 0.364
H -1.41 1.52 0.17 0.231
H -0.73 0.90 -1.41 0.254
H -1.61 -0.86 1.01 0.230
H -0.94 -1.46 -0.58 0.255


# 2
11
Properties=species:S:1:pos:R:3:mulliken_charge:R:1 method="wB97M-V/def2-TZVPD" energy_ev=-6288.4019 fmax_ha_per_bohr=0.1057 lumo_ev=0.784 homo_ev=-8.25 e_above_lowest_ev=3.516 mol_weight_g_mol=70.1 homo_lumo_gap_ev=9.037
C -1.27 -0.04 -0.40 -0.048
C -0.86 1.19 -0.07 -0.813
C -0.11 -0.90 -0.18 -0.714
C 0.86 0.12 0.31 0.021
O 2.00 0.36 -0.42 -0.473
H -2.23 -0.43 -0.39 0.401
H -1.45 2.01 0.28 0.296
H -0.10 -1.67 0.59 0.281
H 0.13 -1.24 -1.16 0.276
H 0.79 0.39 1.30 0.426
H 2.48 0.88 0.19 0.346


# 3
11
Properties=species:S:1:pos:R:3:mulliken_charge:R:1 method="wB97M-V/def2-TZVPD" energy_ev=-6290.0256 fmax_ha_per_bohr=0.0758 lumo_ev=0.696 smiles=C#C[C@H](C)O homo_ev=-10.00 e_above_lowest_ev=1.892 mol_weight_g_mol=70.1 homo_lumo_gap_ev=10.693
C 1.64 0.25 -1.68 0.197
C 0.77 0.48 -0.85 -0.800
C -0.21 0.47 0.21 0.341
C -0.34 -0.93 0.75 -1.079
O -1.50 0.96 -0.22 -0.550
H 2.45 0.20 -2.41 0.422
H 0.19 1.20 0.95 0.187
H -1.05 -1.02 1.64 0.269
H -0.68 -1.63 -0.04 0.303
H 0.62 -1.40 0.99 0.360
H -1.89 1.43 0.66 0.351